# 1
Formula: C3H3ClO2
Source: the Open Molecules 2025 dataset
Level of theory: wB97M-V/def2-TZVPD

For the HOMO energy, the calculation gives -10.35 eV. For the relative energy (zero: lowest compared OMol25 entry of this formula, charge and spin), the calculation gives 73.1 kJ/mol. The calculation puts the LUMO energy at -0.11 eV. As for the SMILES: CC(=O)C(=O)Cl. As for the HOMO-LUMO gap: 10.243 eV.

Each line ends with the Löwdin charge.
Element x y z (Å)
Cl -1.609 -1.377 1.853  0.691
O 1.112 0.766 1.230  0.097
O 0.223 -1.975 0.089  0.116
C 0.374 0.158 0.458  -0.472
C 0.121 0.804 -0.883  -0.006
C -0.278 -1.106 0.710  -0.769
H 0.192 -0.072 -1.629  0.112
H -0.990 1.203 -0.755  0.140
H 0.856 1.599 -1.073  0.090

# 2
Formula: C3H3ClOS
Source: the Open Molecules 2025 dataset
Level of theory: wB97M-V/def2-TZVPD

For the HOMO energy, the calculation gives -9.90 eV. For the relative energy (zero: lowest compared OMol25 entry of this formula, charge and spin), the calculation gives 142.4 kJ/mol. The calculation puts the LUMO energy at -0.05 eV. As for the SMILES: O=C(S)/C=C\Cl. As for the HOMO-LUMO gap: 9.842 eV.

Each line ends with the Löwdin charge.
Element x y z (Å)
Cl 1.880 -0.833 -0.736  0.643
S -1.290 -1.715 -0.061  0.799
O -2.055 0.663 -1.097  0.013
C -1.194 -0.007 -0.546  -0.811
C -0.117 0.770 0.199  -0.186
C 1.211 0.519 0.069  -0.610
H -0.449 1.558 1.084  0.180
H 1.893 0.868 0.997  0.120
H 0.121 -1.824 0.091  -0.147

# 3
Formula: C3H3ClOS2
Source: the Open Molecules 2025 dataset
Level of theory: wB97M-V/def2-TZVPD

For the HOMO energy (spin up / spin down), the calculation gives -9.33 / -8.41 eV. For the relative energy (zero: lowest compared OMol25 entry of this formula, charge and spin), the calculation gives 606.7 kJ/mol. The calculation puts the LUMO energy (spin up / spin down) at -0.51 / -1.78 eV. As for the HOMO-LUMO gap (spin up / spin down): 8.828 / 6.638 eV.

Each line ends with the Löwdin charge.
Element x y z (Å)
Cl 1.678 -0.516 2.026  0.703
S -0.089 -0.098 -1.819  0.611
S -1.484 1.304 -0.774  0.581
O -2.682 0.583 -0.311  -0.561
C 0.722 -1.054 -0.510  -0.642
C -0.338 1.597 0.573  -0.166
C 0.691 -0.343 0.718  -0.705
H -0.542 1.763 1.663  0.029
H 1.731 -1.200 -0.906  0.080
H 0.312 -2.036 -0.659  0.071

# 4
Formula: C3H3ClS
Source: the Open Molecules 2025 dataset
Level of theory: wB97M-V/def2-TZVPD

For the HOMO energy (spin up / spin down), the calculation gives -7.02 / -9.64 eV. As for the multiplicity: 3. For the relative energy (zero: lowest compared OMol25 entry of this formula, charge and spin), the calculation gives 85.8 kJ/mol. The calculation puts the LUMO energy (spin up / spin down) at -0.30 / -3.93 eV. As for the HOMO-LUMO gap (spin up / spin down): 6.727 / 5.714 eV.

Each line ends with the Löwdin charge.
Element x y z (Å)
Cl -2.826 1.845 -0.712  0.186
S -3.342 -1.479 0.327  0.762
C 0.188 -0.057 0.528  -0.016
C -0.779 -0.277 -0.424  -0.364
C -1.973 -0.889 -0.083  -0.762
H -0.993 0.208 -1.396  0.070
H 0.433 -0.541 1.488  0.065
H 0.908 0.780 0.342  0.060

# 5
Formula: C3H3CoO4
Source: the Open Molecules 2025 dataset
Level of theory: wB97M-V/def2-TZVPD

For the HOMO energy (spin up / spin down), the calculation gives -9.13 / -9.11 eV. As for the multiplicity: 5. The calculation puts the LUMO energy (spin up / spin down) at -0.34 / -2.87 eV. As for the HOMO-LUMO gap (spin up / spin down): 8.786 / 6.238 eV.

Each line ends with the Löwdin charge.
Element x y z (Å)
Co -2.047 0.421 2.669  0.921
O 1.829 -0.949 1.056  0.051
O 0.011 1.637 1.246  0.019
O -0.269 -1.163 1.873  -0.119
O -0.541 0.614 -0.570  -0.048
C 0.626 -0.686 1.127  -0.644
C -0.039 -0.023 -1.752  -0.031
C 0.214 0.678 0.518  -0.448
H 1.030 0.180 -1.890  0.106
H -0.608 0.397 -2.586  0.094
H -0.205 -1.106 -1.692  0.100

# 6
Formula: C3H3CuNaO3
Source: the Open Molecules 2025 dataset
Level of theory: wB97M-V/def2-TZVPD

For the HOMO energy (spin up / spin down), the calculation gives -5.74 / -5.70 eV. As for the multiplicity: 2. The calculation puts the LUMO energy (spin up / spin down) at -0.45 / -1.77 eV. As for the HOMO-LUMO gap (spin up / spin down): 5.290 / 3.930 eV.

Each line ends with the Löwdin charge.
Element x y z (Å)
Cu -3.819 1.408 -0.672  0.491
Na -0.326 0.736 1.173  0.482
O -3.997 1.076 1.108  -0.266
O 1.704 0.106 0.454  -0.022
O -2.215 0.876 2.448  -0.164
C 2.431 -0.509 -0.336  -0.282
C -2.720 0.990 1.285  -0.647
C 1.934 -1.198 -1.478  0.117
H 1.881 -2.287 -1.482  0.079
H 3.519 -0.564 -0.143  0.130
H 1.608 -0.634 -2.356  0.082

# 7
Formula: C3H3DyMgO4
Source: the Open Molecules 2025 dataset
Level of theory: wB97M-V/def2-TZVPD

For the HOMO energy (spin up / spin down), the calculation gives -7.36 / -7.26 eV. As for the multiplicity: 6. For the relative energy (zero: lowest compared OMol25 entry of this formula, charge and spin), the calculation gives 0.0 kJ/mol. The calculation puts the LUMO energy (spin up / spin down) at -1.79 / -1.39 eV. As for the HOMO-LUMO gap (spin up / spin down): 5.572 / 5.864 eV.

Each line ends with the Löwdin charge.
Element x y z (Å)
Dy 1.937 1.406 0.039  1.304
Mg -0.984 0.544 -0.092  0.735
O -4.664 -0.824 0.872  -0.006
O 0.566 -0.791 0.001  -0.468
O 3.123 -0.110 0.239  -0.550
O -2.865 0.109 -0.049  -0.248
C 1.302 -1.828 0.193  -0.165
C 2.772 -1.445 0.292  -0.404
C -3.708 -0.841 0.103  -0.549
H 3.111 -1.941 1.232  0.111
H 3.256 -2.049 -0.513  0.112
H -3.511 -1.765 -0.496  0.127

# 8
Formula: C3H3F12FeN4O20S8
Source: the Open Molecules 2025 dataset
Level of theory: wB97M-V/def2-TZVPD

For the HOMO energy (spin up / spin down), the calculation gives -4.98 / -4.96 eV. As for the multiplicity: 6. Its charge is -2. For the relative energy (zero: lowest compared OMol25 entry of this formula, charge and spin), the calculation gives 0.0 kJ/mol. The calculation puts the LUMO energy (spin up / spin down) at 3.52 / 1.55 eV. As for the HOMO-LUMO gap (spin up / spin down): 8.497 / 6.514 eV.

Each line ends with the Löwdin charge.
Element x y z (Å)
Fe -0.059 0.470 0.179  1.060
S -2.197 2.646 -1.258  0.492
S -1.800 -1.593 -1.847  0.519
S 2.237 -1.314 -1.745  0.528
S 0.054 2.588 -2.342  0.528
S 1.209 2.036 2.810  0.571
S 0.515 -2.651 1.763  0.519
S 2.772 2.098 0.810  0.459
S 2.254 -2.608 -3.915  0.474
F 1.524 -3.904 -4.486  -0.190
F 2.901 -3.426 2.592  0.124
F -2.916 2.103 0.062  -0.184
F 2.755 -1.284 2.260  0.112
F 2.944 -2.070 -0.571  -0.144
F -3.896 -0.360 -2.903  0.108
F 1.828 -2.149 4.002  0.112
F 0.884 1.333 -2.698  -0.133
F -4.119 -2.453 -2.609  0.124
F -4.284 -1.053 -0.911  0.131
F 2.815 1.690 -0.690  -0.144
F 1.071 0.600 3.434  -0.152
O -1.290 -1.147 -3.101  -0.252
O -0.097 2.542 2.999  -0.247
O 2.700 3.513 0.824  -0.240
O 3.232 -0.533 -2.355  -0.227
O 1.007 3.560 -1.978  -0.221
O -1.558 0.771 1.751  -0.062
O -0.766 2.787 -3.471  -0.220
O -2.025 4.040 -1.060  -0.247
O -1.851 -0.434 3.505  0.153
O 2.312 2.581 3.475  -0.205
O 3.626 -2.922 -4.097  -0.284
O 1.699 -1.558 -4.708  -0.284
O -1.665 -2.970 -1.520  -0.247
O -3.113 2.208 -2.225  -0.221
O 0.869 -3.565 0.727  -0.261
O 3.899 1.441 1.342  -0.222
O 0.168 -1.291 1.301  -0.393
O -0.391 -3.138 2.774  -0.291
O -1.424 -0.719 -0.705  -0.396
O 1.201 -0.622 -0.997  -0.368
N 1.351 1.400 1.198  -0.313
N -0.787 1.857 -1.013  -0.320
N 1.659 -2.644 -2.427  -0.228
N -1.956 0.587 2.892  -0.380
C 2.100 -2.359 2.709  -0.647
C -3.638 -1.351 -2.038  -0.655
C -2.798 1.673 3.489  0.069
H -2.596 1.666 4.550  0.100
H -2.565 2.600 2.983  0.089
H -3.799 1.324 3.239  0.110

# 9
Formula: C3H3F2N
Source: the Open Molecules 2025 dataset
Level of theory: wB97M-V/def2-TZVPD

For the HOMO energy, the calculation gives -10.64 eV. For the relative energy (zero: lowest compared OMol25 entry of this formula, charge and spin), the calculation gives 311.8 kJ/mol. The calculation puts the LUMO energy at 0.98 eV. As for the SMILES: F[C@@H]1N2C[C@]12F. As for the HOMO-LUMO gap: 11.619 eV.

Each line ends with the Löwdin charge.
Element x y z (Å)
F -0.294 -1.927 0.674  0.067
F -1.356 1.899 0.137  -0.052
N 0.724 0.369 0.469  0.069
C -0.224 -0.688 0.099  -0.327
C -0.640 0.716 0.657  -0.136
C 0.793 -0.252 -0.869  -0.036
H 1.628 -1.019 -1.130  0.152
H 0.351 0.336 -1.717  0.120
H -0.982 0.566 1.680  0.145

# 10
Formula: C3H3F2NO
Source: the Open Molecules 2025 dataset
Level of theory: wB97M-V/def2-TZVPD

For the HOMO energy, the calculation gives -10.48 eV. For the relative energy (zero: lowest compared OMol25 entry of this formula, charge and spin), the calculation gives 123.9 kJ/mol. The calculation puts the LUMO energy at 0.05 eV. As for the SMILES: O=C(F)/N=C/CF. As for the HOMO-LUMO gap: 10.535 eV.

Each line ends with the Löwdin charge.
Element x y z (Å)
F -2.555 0.248 0.788  -0.029
F 2.550 1.260 0.296  0.092
O 3.059 -0.799 -0.255  0.174
N 0.928 0.075 -0.224  0.164
C 2.226 -0.007 -0.035  -0.616
C -1.804 0.056 -0.307  -0.169
C -0.241 -0.229 0.225  0.002
H -2.104 -0.810 -0.940  0.128
H -1.610 1.068 -0.710  0.118
H -0.448 -0.862 1.162  0.136

# 11
Formula: C3H3F2OS
Source: the Open Molecules 2025 dataset
Level of theory: wB97M-V/def2-TZVPD

For the HOMO energy, the calculation gives -2.96 eV. Its charge is -1. For the relative energy (zero: lowest compared OMol25 entry of this formula, charge and spin), the calculation gives 101.5 kJ/mol. The calculation puts the LUMO energy at 3.69 eV. As for the HOMO-LUMO gap: 6.653 eV.

Each line ends with the Löwdin charge.
Element x y z (Å)
S -1.547 1.911 -0.443  0.501
F -0.030 -1.019 1.634  -0.039
F -0.035 -1.702 -0.430  -0.055
O -2.618 -0.540 -0.667  -0.052
C 0.032 -0.539 0.336  -0.468
C 1.303 0.268 0.012  -0.081
C -1.871 0.330 -0.339  -0.935
H 2.201 0.120 0.740  0.093
H 1.622 -0.139 -0.886  0.030
H 0.943 1.310 0.044  0.006

# 12
Formula: C3H3F3
Source: the Open Molecules 2025 dataset
Level of theory: wB97M-V/def2-TZVPD

For the HOMO energy, the calculation gives -9.99 eV. For the relative energy (zero: lowest compared OMol25 entry of this formula, charge and spin), the calculation gives 104.7 kJ/mol. The calculation puts the LUMO energy at 0.92 eV. As for the SMILES: FCC=C(F)F. As for the HOMO-LUMO gap: 10.912 eV.

Each line ends with the Löwdin charge.
Element x y z (Å)
F -0.546 1.962 1.378  0.169
F 1.451 -0.695 -1.274  0.002
F -1.277 1.294 -0.605  0.150
C 0.239 -0.025 0.633  0.012
C 0.353 -0.883 -0.534  -0.278
C -0.570 1.051 0.471  -0.395
H -0.569 -0.623 -1.219  0.150
H 0.777 -0.209 1.519  0.105
H 0.143 -1.872 -0.370  0.085

Number 1: energy -726.75211 hartree. Number 2: energy -1049.66018 hartree. Number 3: energy -1447.66250 hartree. Number 4: energy -974.31047 hartree. Number 5: energy -1799.69038 hartree. Number 6: energy -2144.46347 hartree. Number 7: energy -1502.14094 hartree. Number 8: energy -7487.56880 hartree. Number 9: energy -370.47128 hartree. Number 10: energy -445.78031 hartree. Number 11: energy -789.28130 hartree. Number 12: energy -415.65224 hartree.